Density functional theory data (ωB97M-V/def2-TZVPD) for a molecular structure, C33H40BrCoN4O4P2S3Te at a distorted geometry.

```
! wB97M-V def2-TZVPD RIJCOSX def2/J DEFGRID3
* xyz 2 5
Te -0.30494 -2.10957 -0.87814
Br 0.19343 2.04075 -2.75070
Co 0.12124 0.68508 0.21091
S -2.60218 2.05323 1.65676
S -3.45877 2.52626 -2.72839
S -5.45185 -0.78457 -1.09094
P -0.00915 -0.26421 2.35838
P 2.38158 0.42979 -0.58674
O -0.04771 0.46874 3.77406
O -1.62088 0.22822 -0.42064
O 1.20736 -1.29619 2.60189
O -1.25909 -1.20456 2.36868
N 0.21082 2.83100 -0.09813
N 4.61819 1.63022 -1.67987
N 5.01138 -0.40145 -0.42591
N 4.01552 -0.52743 -2.64129
C -5.77507 -2.27030 -0.30869
C -4.63014 2.40560 0.19457
C -4.76976 3.30679 1.29684
C -1.72764 -1.94799 3.52156
C -3.48654 1.66724 0.23975
C 1.33454 -4.31386 0.49869
C 5.50136 0.94516 -0.73332
C -3.09975 0.94334 -2.15940
C -4.71990 -2.67629 0.43894
C -3.28746 2.06085 -4.36367
C 0.11361 -4.01545 -0.10667
C -3.73691 3.22746 2.17164
C -0.13921 5.05696 0.69753
C -3.87554 -0.67358 -0.41027
C -2.89552 0.09705 -3.20555
C -0.05749 3.26329 -1.32619
C 1.62977 -5.62398 0.85136
C -0.83071 -5.02090 -0.31185
C 2.30928 -0.95591 3.45811
C -0.47523 5.47003 -0.58438
C 3.76539 -0.38805 0.34707
C -2.99414 0.73591 -4.47601
C -3.63039 -1.75162 0.38097
C -2.98288 0.55294 -0.68477
C 0.10943 1.86679 4.04218
C 0.69725 -6.62911 0.62725
C 0.18609 3.73595 0.89692
C -0.42475 4.55937 -1.62701
C -0.53461 -6.32614 0.05884
C 2.59527 -0.53957 -2.15346
C 4.94800 -1.18684 -1.60984
C 4.51662 0.90821 -2.90072
C 3.31339 1.95877 -1.09228
H 3.46550 2.58227 -0.21059
H 2.72030 2.53355 -1.80146
H -3.58706 3.76941 3.09427
H -4.71512 -3.58960 1.02076
H 3.80678 1.37362 -3.58162
H 0.42638 3.36345 1.88144
H 1.99248 -0.90418 4.49628
H 3.46958 -1.40650 0.60543
H 4.06552 -1.05471 -3.51449
H -2.80388 -2.02609 3.40995
H -2.88249 0.22580 -5.42481
H -0.65187 4.83907 -2.64547
H -3.45243 2.78310 -5.15104
H 0.92892 -7.65075 0.90150
H -1.48829 -1.42970 4.44453
H -0.14586 5.74576 1.53224
H -6.73118 -2.75494 -0.44265
H 5.92630 -1.25384 -2.08103
H 4.55898 -2.18434 -1.41716
H 2.75561 0.00497 3.18071
H 3.04886 -1.74277 3.34606
H 2.04993 -3.52305 0.70613
H 1.94755 -0.13663 -2.92963
H 5.55990 1.52502 0.18500
H -5.37488 2.30501 -0.58447
H -0.62686 2.45243 3.49787
H -0.75733 6.49688 -0.77746
H -1.78709 -4.78893 -0.76809
H 5.48784 0.80965 -3.38097
H 6.50022 0.87091 -1.16240
H -2.72316 -1.86453 0.95496
H 2.29959 -1.57057 -1.96972
H 2.58323 -5.86021 1.30852
H 1.12031 2.19703 3.79435
H -0.04780 1.99795 5.10671
H 3.93578 0.14553 1.28069
H -1.26377 -7.10983 -0.10697
H -5.61392 3.97168 1.42518
H -1.27178 -2.93371 3.50791
H -2.67607 -0.95558 -3.06857
*
```

Properties
HOMO (alpha / beta)   -12.10 / -12.11 eV
Strongest force on any atom   0.024 Eh/bohr
Energy relative to the best compared isomer or geometry (same formula, charge and spin)   0.0 kJ/mol


Density functional theory data (ωB97M-V/def2-TZVPD) for a molecular structure, C33H40Cl7N3NiO4SbSi3.

```
! wB97M-V def2-TZVPD RIJCOSX def2/J DEFGRID3
* xyz -1 1
Sb 2.31141 0.78542 0.69815
Ni -0.25275 -0.73481 -0.03831
Cl -2.92051 -2.15691 -0.27293
Cl 1.23859 0.51879 -4.54325
Cl -0.56228 2.70406 -0.70350
Cl 2.28979 -2.11427 -3.80876
Cl -5.80912 2.13376 -1.78034
Cl -5.61691 -0.90969 -1.14206
Cl -3.27073 3.92876 -1.54163
Si 4.13687 -0.82265 1.45650
Si 2.45177 2.49247 2.56902
Si 3.71914 2.03500 -1.03520
O -1.22898 -1.57531 -2.98993
O 0.88757 -2.26043 0.40870
O 0.46141 -0.68014 -1.78413
O 2.56218 1.54303 7.39522
N -0.76404 -0.81339 1.82067
N -0.22585 -3.94027 5.60449
N -0.11307 -3.29115 6.65428
C 1.81731 -1.78605 6.20956
C 1.22078 1.95854 3.87739
C -4.29964 1.44308 -1.30534
C 5.11368 3.06761 -0.30148
C 3.71659 -1.41726 3.18432
C -0.47625 -2.21391 3.79558
C 1.84352 0.40116 7.21701
C 0.57128 0.18827 7.72668
C -1.40343 -1.38153 4.46496
C 1.91031 4.16730 1.91720
C 0.66509 -2.67299 1.60892
C 4.47773 0.75579 -2.17167
C -1.92855 -0.29700 3.82189
C 0.85398 -4.20213 3.47431
C -3.16485 2.23813 -1.20102
C 5.86719 -0.08479 1.53296
C -0.19627 -1.88304 2.45347
C -4.20707 0.08327 -1.02034
C 4.11786 -2.24630 0.24895
C -1.81166 0.30474 -0.53545
C -2.98071 -0.45412 -0.64080
C 0.81747 -1.14687 -4.07460
C -0.05812 -1.03098 7.49539
C 0.11084 -3.40283 4.31131
C 1.17112 -3.84975 2.15801
C -1.58300 -0.03344 2.48665
C 2.46819 -0.60004 6.47349
C 4.12961 2.69367 3.39348
C 1.93409 2.59762 8.09531
C 0.53584 -2.00660 6.71639
C -1.95513 1.65677 -0.82198
C 2.65621 3.19082 -2.04412
C -0.09542 -1.14524 -2.82960
H 2.23972 3.99263 -1.42766
H 3.71432 0.08172 -2.56516
H 3.46870 -0.41870 6.10242
H 2.30716 -2.54862 5.61903
H 3.66506 -0.58445 3.89004
H -1.71018 -1.61490 5.47555
H 2.73841 -1.90458 3.18070
H -2.00245 0.80643 1.94890
H 0.19852 2.08547 3.50846
H 0.28358 -1.58938 -4.90274
H 1.33914 0.90459 4.14297
H 1.82806 2.64927 -2.50453
H 1.78439 -4.49810 1.54666
H 4.46408 -2.12821 3.55235
H 0.06840 0.94162 8.31637
H 5.92274 0.75902 2.22492
H 3.25556 3.65057 -2.83693
H -1.03095 -1.22868 7.93074
H 5.23191 0.16058 -1.65181
H 1.00963 2.90891 7.60048
H 4.79704 -3.04670 0.56434
H 0.92717 4.10108 1.44427
H 4.06270 3.48310 4.15145
H 5.80522 2.46281 0.28964
H 4.41967 -1.91904 -0.74844
H 4.95997 1.24657 -3.02384
H 2.63849 3.42475 8.09555
H 1.71001 2.31448 9.12813
H 4.72274 3.86474 0.33756
H 1.21165 -5.14493 3.87519
H 1.32914 2.55022 4.79305
H 6.56447 -0.85623 1.87973
H 3.10526 -2.65162 0.18219
H 2.61237 4.55808 1.17463
H -2.63465 0.35538 4.31766
H 1.84645 4.89054 2.73730
H 5.68167 3.53542 -1.11388
H 4.44783 1.77641 3.89730
H 6.20588 0.26052 0.55361
H 4.90365 2.97259 2.67579
*
```

Properties
HOMO   -4.84 eV
Strongest force on any atom   0.008 Eh/bohr
Energy relative to the best compared isomer or geometry (same formula, charge and spin)   0.0 kJ/mol


Density functional theory data (ωB97M-V/def2-TZVPD) for a molecular structure, C33H40N5O7S3SeTi.

```
! wB97M-V def2-TZVPD RIJCOSX def2/J DEFGRID3
* xyz 1 1
Se -3.05321 3.81935 -0.66438
Ti -0.10610 0.25292 0.73477
S -1.95953 -0.50009 3.46361
S 0.12070 2.04674 2.81970
S -3.48540 2.53178 2.89511
O 1.85305 -0.04181 -3.01322
O 1.09378 -3.08490 -1.11299
O 0.89549 -0.99960 -0.31867
O -4.53717 -3.12301 -3.70694
O 0.84243 1.50311 -0.15423
O 0.82927 -0.65155 2.21686
O -3.24168 -1.28496 -3.95921
N -1.56405 -1.16769 0.04845
N 3.04627 -1.07308 2.32829
N 1.52440 -2.82199 2.12207
N -0.94775 0.02637 -3.47916
N -1.66675 1.45982 0.35305
C 0.08226 2.02470 -2.41093
C -3.73767 -2.29311 -3.34294
C -0.80995 3.59752 2.65382
C -2.19367 3.74247 3.29063
C -2.22378 2.41855 -0.04752
C 1.66928 -1.57617 -6.33451
C 4.09949 -1.81589 3.01420
C 2.47632 -3.79854 1.59345
C 2.21602 -1.06573 -5.16885
C -1.81953 -2.72486 -1.75409
C 0.83453 2.28969 -1.26049
C 1.39816 -0.50691 -4.19192
C 1.73083 4.27603 -2.29624
C 0.97732 4.03283 -3.43366
C 3.34560 0.32746 2.04799
C 1.79102 -1.51942 2.21005
C -1.06871 -2.08959 -0.79944
C -3.70447 -1.51655 -0.91946
C -0.24745 1.50407 4.51186
C 0.16330 2.91467 -3.48217
C 1.65848 3.40818 -1.22076
C -3.66511 1.57078 4.42275
C 3.20916 -0.28226 -2.66349
C -3.12851 -2.27345 -1.94166
C -0.91990 0.95567 -2.59535
C 0.01250 -0.46688 -4.41408
C -0.72804 0.05942 4.65525
C -0.52510 -1.01541 -5.57768
C 0.18490 -3.34764 2.36364
C -2.89824 -0.98673 0.06140
C 0.42592 -2.15087 -0.75745
C 0.29884 -1.55793 -6.54398
C -3.50762 0.07040 4.20548
H -3.28293 -0.30406 0.80628
H 3.28345 -1.11279 -5.01431
H 4.87389 -2.15357 2.32534
H -4.27899 -0.29263 3.52350
H 2.86422 -4.44741 2.37925
H -1.86446 1.06037 -2.06775
H 1.01606 4.70728 -4.27750
H 0.11009 -0.62362 4.54049
H 4.55420 -1.15364 3.75118
H 0.25606 -4.17952 3.06494
H -2.12645 3.82675 4.37515
H -1.60023 -1.00084 -5.70837
H 3.68365 -2.67031 3.53845
H -1.34028 -3.39911 -2.45212
H 1.95264 -4.40131 0.85406
H -0.12817 -1.96865 -7.44739
H -1.92993 -0.45963 -3.60285
H 3.29094 -3.29318 1.08552
H -0.17486 4.38799 3.05771
H -1.12021 -0.08599 5.66371
H 4.39592 0.39525 1.77021
H -0.99281 2.19424 4.89174
H 3.32295 0.10973 -1.65587
H 2.37283 5.14486 -2.24009
H 0.65246 1.64219 5.11167
H -3.64659 -0.45820 5.15060
H -4.66821 1.74755 4.81348
H -0.24566 -3.72083 1.43247
H 2.32632 -2.00551 -7.07911
H 3.88830 0.24554 -3.33535
H 2.74854 0.69171 1.21652
H -0.46278 -2.58484 2.78105
H -2.57482 4.70458 2.94433
H 2.23589 3.58238 -0.32177
H -2.97210 1.93599 5.17846
H 3.16616 0.95871 2.92072
H -0.86642 3.75587 1.57688
H -0.43428 2.72440 -4.36543
H -4.75031 -1.24352 -0.96228
H 3.42599 -1.35220 -2.67049
*
```

Properties
HOMO   -10.78 eV
Strongest force on any atom   0.011 Eh/bohr
Energy relative to the best compared isomer or geometry (same formula, charge and spin)   0.0 kJ/mol